(1)
Here is C19H18N3O5PtS as an isolated structure from the Open Molecules 2025 dataset. Energies are from ωB97M-V with the def2-TZVPD basis set.

**2S+1**: 1
**HOMO energy**: -4.6 eV
**LUMO level**: 0.0917 Eh
**Charge**: -1
**Frontier orbital gap**: 7.1 eV

Structure (XYZ):
```
47
C19H18N3O5PtS, DFT ωB97M-V with the def2-TZVPD basis set
Pt -0.147 0.767 -1.838
O -2.473 1.058 -5.112
C -1.682 0.856 -4.210
O -1.697 1.385 -3.028
C -0.521 -0.110 -4.455
C -0.247 -0.840 -5.595
C 0.873 -1.666 -5.596
C 1.698 -1.753 -4.479
C 1.377 -0.997 -3.368
N 0.296 -0.222 -3.412
C 2.125 -0.916 -2.037
O 3.130 -1.587 -1.884
O 1.597 -0.110 -1.174
H -0.906 -0.755 -6.447
H 1.105 -2.251 -6.477
H 2.574 -2.386 -4.451
C 0.243 -3.998 1.472
C 0.784 -2.875 0.595
N 0.571 -1.553 1.162
C 1.658 -0.952 1.926
C 1.490 -1.108 3.434
C -0.545 -0.845 0.888
S -1.792 -1.443 -0.079
N -0.643 0.348 1.534
C -0.817 1.515 1.000
O -0.631 1.890 -0.214
C -1.228 2.626 1.928
C -1.506 3.888 1.416
C -1.900 4.915 2.263
C -2.014 4.689 3.627
C -1.735 3.429 4.142
C -1.346 2.403 3.295
H 0.384 -4.962 0.979
H -0.823 -3.849 1.641
H 0.753 -4.032 2.436
H 0.293 -2.903 -0.376
H 1.856 -2.989 0.428
H 1.731 0.100 1.661
H 2.582 -1.428 1.597
H 0.543 -0.672 3.750
H 2.300 -0.597 3.958
H 1.502 -2.159 3.727
H -1.415 4.048 0.351
H -2.121 5.893 1.853
H -2.320 5.491 4.288
H -1.823 3.244 5.206
H -1.132 1.413 3.675
```

---

(2)
Here is C19H18N4O7Ru as an isolated structure from the Open Molecules 2025 dataset. Energies are from ωB97M-V with the def2-TZVPD basis set.

**2S+1**: 2
**HOMO energy (alpha / beta)**: -12.1 / -12.2 eV
**LUMO level (alpha / beta)**: -0.1610 / -0.1892 Eh
**Charge**: +1
**Frontier orbital gap (alpha / beta)**: 7.8 / 7.0 eV

Structure (XYZ):
```
49
C19H18N4O7Ru, DFT ωB97M-V with the def2-TZVPD basis set
Ru -1.328 -0.140 0.801
C -0.566 -2.997 2.277
C -1.537 -1.864 2.128
C -2.572 -1.885 1.177
C -3.409 -0.747 0.973
C -3.193 0.414 1.724
C -2.176 0.436 2.726
C -1.366 -0.681 2.922
H -0.575 -3.359 3.305
H 0.446 -2.660 2.046
H -0.820 -3.826 1.620
H -2.679 -2.750 0.537
H -4.149 -0.757 0.186
H -3.745 1.318 1.503
H -1.966 1.357 3.251
H -0.525 -0.623 3.600
C -2.880 1.491 -1.878
C -1.901 0.438 -2.228
C -1.563 0.023 -3.556
C -0.743 -1.051 -3.434
C -0.580 -1.288 -2.021
C 0.171 -2.412 -1.434
N -1.260 -0.356 -1.317
H -3.180 2.037 -2.769
H -2.487 2.192 -1.145
H -3.779 1.036 -1.449
H -1.929 0.489 -4.457
H -0.294 -1.648 -4.211
H -0.115 -3.341 -1.933
H 0.022 -2.496 -0.363
H 1.242 -2.280 -1.600
O 5.931 2.682 -0.735
N 4.822 3.163 -0.661
O 4.529 4.317 -0.886
C 3.734 2.266 -0.247
C 4.018 0.935 0.044
C 2.995 0.092 0.379
C 1.622 0.497 0.454
O 0.719 -0.341 0.777
C 1.434 1.897 0.238
C 2.469 2.762 -0.116
N 0.174 2.544 0.486
O -0.913 1.908 0.441
O 0.149 3.728 0.675
N 3.380 -1.287 0.725
O 2.609 -2.185 0.452
O 4.453 -1.429 1.265
H 5.035 0.572 0.010
H 2.277 3.812 -0.283
```

---

(3)
Here is C19H19AsCl3CoGeN3OS2 as an isolated structure in a non-equilibrium geometry from the Open Molecules 2025 dataset. Energies are from ωB97M-V with the def2-TZVPD basis set.

**2S+1**: 1
**HOMO energy (alpha / beta)**: -3.0 / -3.0 eV
**LUMO level (alpha / beta)**: 0.0800 / 0.0800 Eh
**Charge**: -1
**Frontier orbital gap (alpha / beta)**: 5.2 / 5.2 eV

Structure (XYZ):
```
50
C19H19AsCl3CoGeN3OS2, DFT ωB97M-V with the def2-TZVPD basis set
Co -0.092 -0.573 2.061
N -0.793 1.011 2.939
N -0.823 1.530 4.211
C -0.263 0.595 5.011
N -0.285 0.810 6.348
S 0.370 -0.751 4.265
H -0.451 1.857 1.951
H -1.991 1.061 2.271
H -1.645 2.008 4.569
H -0.302 1.761 6.682
H 0.237 0.153 6.910
S -1.524 0.994 1.189
C -2.250 1.348 -0.388
C -3.207 2.307 -0.712
C -3.634 2.392 -2.040
C -3.105 1.525 -3.011
C -2.145 0.570 -2.657
C -1.732 0.508 -1.326
As -0.458 -0.637 -0.417
C -0.052 -1.744 -1.999
C -1.004 -2.687 -2.397
C -0.780 -3.497 -3.509
C 0.402 -3.372 -4.235
C 1.358 -2.438 -3.846
C 1.136 -1.628 -2.733
C 1.137 0.529 -0.499
C 2.305 0.105 0.141
C 3.451 0.898 0.118
C 3.440 2.122 -0.546
C 2.281 2.552 -1.187
C 1.133 1.761 -1.165
H -3.611 2.968 0.045
H -4.378 3.127 -2.322
H -3.442 1.595 -4.038
H -1.738 -0.097 -3.406
H -1.928 -2.791 -1.840
H -1.525 -4.223 -3.809
H 0.577 -4.000 -5.100
H 2.278 -2.340 -4.411
H 1.900 -0.914 -2.463
H 2.323 -0.843 0.660
H 4.351 0.562 0.617
H 4.330 2.738 -0.563
H 2.271 3.504 -1.704
H 0.248 2.121 -1.672
Cl 2.311 -3.514 1.438
Ge 1.435 -2.260 2.996
Cl 0.351 -3.543 4.374
Cl 3.062 -1.271 4.058
O 0.471 -1.890 1.142
```

---

(4)
Here is C19H19AsCrN5O2S5 as an isolated structure in a non-equilibrium geometry from the Open Molecules 2025 dataset. Energies are from ωB97M-V with the def2-TZVPD basis set.

**2S+1**: 4
**HOMO energy (alpha / beta)**: -0.2 / -0.3 eV
**LUMO level (alpha / beta)**: 0.1539 / 0.1539 Eh
**Charge**: -2
**Frontier orbital gap (alpha / beta)**: 4.4 / 4.4 eV

Structure (XYZ):
```
52
C19H19AsCrN5O2S5, DFT ωB97M-V with the def2-TZVPD basis set
Cr -2.160 -0.119 -0.031
N -0.821 1.542 3.846
C -1.452 1.341 2.617
S -2.533 0.010 2.501
N -1.117 2.197 1.692
N -1.747 1.927 0.482
C -2.045 2.961 -0.204
C -2.681 3.102 -1.527
C -2.334 4.328 -2.133
C -2.680 4.666 -3.421
C -3.417 3.737 -4.161
C -3.824 2.563 -3.585
C -3.522 2.219 -2.246
O -3.951 0.633 -0.192
H -1.316 1.123 4.616
H -0.554 2.505 3.990
H -1.728 3.915 0.224
H -1.733 5.020 -1.552
H -2.376 5.612 -3.850
H -3.678 3.940 -5.194
H -4.404 1.851 -4.163
S -2.482 -2.554 -4.130
As -1.299 -2.327 -2.340
S -2.773 -2.338 -0.545
S -4.251 0.735 -1.770
S -0.924 -0.037 -2.093
C 4.038 -1.600 -0.249
N 3.135 -0.882 0.662
N 1.877 -1.498 0.769
C 0.864 -0.581 0.589
O -0.316 -0.866 0.716
C 1.523 0.675 0.279
C 2.844 0.450 0.313
C 3.972 1.374 0.008
C 1.738 -2.782 1.328
C 2.741 -3.291 2.150
C 2.602 -4.561 2.690
C 1.464 -5.309 2.426
C 0.467 -4.782 1.614
C 0.591 -3.524 1.047
H 3.743 -2.645 -0.278
H 5.061 -1.539 0.122
H 3.986 -1.204 -1.266
H 0.987 1.587 0.085
H 3.598 2.392 -0.064
H 4.447 1.120 -0.943
H 4.735 1.331 0.789
H 3.608 -2.684 2.373
H 3.382 -4.957 3.329
H 1.351 -6.297 2.854
H -0.432 -5.346 1.404
H -0.205 -3.134 0.425
```

---

(5)
Here is C19H19BrMnN2O7PS2 as an isolated structure in a non-equilibrium geometry from the Open Molecules 2025 dataset. Energies are from ωB97M-V with the def2-TZVPD basis set.

**2S+1**: 5
**HOMO energy (alpha / beta)**: -7.7 / -7.8 eV
**LUMO level (alpha / beta)**: -0.0610 / -0.0775 Eh
**Frontier orbital gap (alpha / beta)**: 6.0 / 5.7 eV

Structure (XYZ):
```
52
C19H19BrMnN2O7PS2, DFT ωB97M-V with the def2-TZVPD basis set
Mn -0.275 0.179 -0.368
Br 2.353 -0.971 -7.141
C 1.581 -0.363 -5.517
C 1.714 0.983 -5.161
C 1.196 1.424 -3.968
C 0.570 0.533 -3.080
O 0.135 0.941 -1.920
C 0.428 -0.828 -3.460
C -0.184 -1.769 -2.583
N -0.517 -1.542 -1.343
C -1.071 -2.555 -0.562
C -1.402 -3.837 -0.992
C -1.920 -4.750 -0.100
C -2.120 -4.387 1.219
C -1.840 -3.102 1.663
C -2.120 -2.691 3.014
C -1.883 -1.440 3.377
C -1.257 -0.436 2.479
N -1.035 -0.819 1.067
C -1.310 -2.149 0.761
C 0.932 -1.251 -4.703
H 2.241 1.665 -5.814
H 1.285 2.456 -3.660
H -0.351 -2.760 -2.994
H -1.262 -4.128 -2.024
H -2.185 -5.740 -0.442
H -2.511 -5.103 1.931
H -2.550 -3.411 3.697
H -2.067 -1.088 4.383
H -1.774 0.518 2.574
H 0.822 -2.287 -4.998
O -0.420 0.720 5.956
S -0.306 1.504 4.753
O -1.591 1.952 4.244
O 0.776 2.446 4.702
S 0.363 -0.078 3.336
C 1.784 4.205 -0.156
O 1.187 2.950 -0.528
P 0.792 1.936 0.679
O 2.160 1.873 1.491
C 2.988 0.720 1.308
O -0.121 2.862 1.578
C -1.414 3.146 1.025
H 2.394 4.528 -0.997
H 2.405 4.090 0.731
H 1.012 4.946 0.051
H 3.820 0.966 0.647
H 2.421 -0.119 0.883
H 3.365 0.423 2.283
H -1.368 4.021 0.375
H -2.072 3.321 1.869
H -1.798 2.295 0.436
```

---

Number 1: total energy -48789.46109 eV. Number 2: total energy -42855.67788 eV. Number 3: total energy -240738.59283 eV. Number 4: total energy -174996.43091 eV. Number 5: total energy -169646.39164 eV.